# C22H28FN3O3

An isolated molecule of C22H28FN3O3 (ωB97M-V/def2-TZVPD, the Open Molecules 2025 dataset).

The value obtained for the energy relative to the best compared isomer or geometry (same formula, charge and spin) is 0.2392 eV. As for the HOMO-LUMO gap: 8.48 eV. The spin multiplicity is 1. The lowest unoccupied orbital energy is 0.5306 eV. The net charge is 0. As for the SMILES: COc1cc(NC(=O)NCC2CCN(Cc3ccccc3F)CC2)cc(OC)c1. As for the highest occupied orbital energy: -7.949 eV.

Last column: natural (NBO) charge in e.
Cartesian coordinates (Å):
C  6.24  3.37  -2.53  -0.251
O  6.26  2.18  -3.27  -0.491
C  5.11  1.45  -3.36  0.346
C  3.91  1.78  -2.75  -0.407
C  2.80  0.95  -2.90  0.298
N  1.62  1.34  -2.26  -0.636
C  0.38  0.74  -2.31  0.792
O  0.12  -0.28  -2.91  -0.652
N  -0.57  1.46  -1.63  -0.631
C  -1.90  0.94  -1.43  -0.215
C  -2.15  0.50  0.02  -0.223
C  -3.59  0.03  0.19  -0.402
C  -3.83  -0.44  1.63  -0.217
N  -2.92  -1.53  1.92  -0.434
C  -3.24  -2.27  3.14  -0.226
C  -3.12  -1.46  4.41  -0.121
C  -4.16  -0.67  4.87  -0.180
C  -4.02  0.13  6.00  -0.228
C  -2.82  0.14  6.69  -0.195
C  -1.77  -0.64  6.26  -0.279
C  -1.93  -1.43  5.13  0.401
F  -0.89  -2.20  4.74  -0.333
C  -1.54  -1.10  1.85  -0.224
C  -1.22  -0.64  0.43  -0.397
C  2.89  -0.21  -3.65  -0.417
C  4.09  -0.54  -4.26  0.356
O  4.28  -1.65  -5.02  -0.492
C  3.19  -2.53  -5.21  -0.253
C  5.20  0.28  -4.11  -0.336
H  6.01  3.19  -1.47  0.173
H  5.52  4.10  -2.93  0.173
H  7.25  3.79  -2.60  0.200
H  3.82  2.68  -2.16  0.203
H  1.69  2.21  -1.76  0.385
H  -0.29  2.23  -1.05  0.380
H  -2.00  0.09  -2.10  0.237
H  -2.63  1.71  -1.71  0.190
H  -1.97  1.36  0.68  0.185
H  -3.79  -0.79  -0.49  0.209
H  -4.29  0.84  -0.04  0.206
H  -4.85  -0.81  1.73  0.199
H  -3.69  0.41  2.32  0.165
H  -2.57  -3.13  3.18  0.217
H  -4.27  -2.63  3.04  0.205
H  -5.11  -0.68  4.35  0.213
H  -4.85  0.73  6.34  0.215
H  -2.70  0.76  7.57  0.217
H  -0.82  -0.66  6.78  0.229
H  -0.90  -1.94  2.12  0.212
H  -1.34  -0.27  2.55  0.160
H  -1.37  -1.48  -0.26  0.214
H  -0.18  -0.33  0.37  0.209
H  2.01  -0.83  -3.75  0.265
H  2.36  -2.03  -5.71  0.181
H  2.84  -2.94  -4.26  0.180
H  3.57  -3.33  -5.84  0.197
H  6.13  0.02  -4.58  0.231



# C22H28FNO4S

An isolated molecule of C22H28FNO4S (ωB97M-V/def2-TZVPD, the Open Molecules 2025 dataset).

The value obtained for the energy relative to the best compared isomer or geometry (same formula, charge and spin) is 0.0000 eV. As for the HOMO-LUMO gap: 9.21 eV. The spin multiplicity is 1. The lowest unoccupied orbital energy is 0.6866 eV. The net charge is 0. As for the SMILES: CCCCOc1ccc([C@H](C)NC(=O)CCS(=O)(=O)Cc2ccccc2F)cc1. As for the highest occupied orbital energy: -8.525 eV.

Last column: natural (NBO) charge in e.
Cartesian coordinates (Å):
C  4.12  3.34  2.14  -0.606
C  3.22  2.32  1.44  -0.401
C  2.07  1.83  2.32  -0.433
C  0.97  2.88  2.48  -0.064
O  0.37  3.23  1.24  -0.498
C  -0.53  2.40  0.66  0.311
C  -0.98  2.81  -0.60  -0.252
C  -1.93  2.08  -1.28  -0.179
C  -2.46  0.91  -0.73  -0.084
C  -3.51  0.13  -1.48  -0.067
C  -4.80  -0.02  -0.67  -0.603
N  -3.02  -1.19  -1.85  -0.633
C  -2.65  -1.49  -3.11  0.674
O  -2.67  -0.70  -4.03  -0.636
C  -2.22  -2.95  -3.30  -0.506
C  -0.72  -3.11  -3.13  -0.625
S  -0.21  -2.96  -1.38  2.142
O  0.83  -3.92  -1.14  -0.935
O  -1.38  -3.07  -0.53  -0.986
C  0.49  -1.28  -1.15  -0.661
C  1.35  -1.37  0.06  -0.144
C  0.82  -1.68  1.30  -0.178
C  1.63  -1.84  2.41  -0.217
C  3.00  -1.69  2.29  -0.189
C  3.56  -1.38  1.07  -0.303
C  2.74  -1.23  -0.03  0.479
F  3.29  -0.93  -1.22  -0.334
C  -2.00  0.50  0.51  -0.162
C  -1.04  1.23  1.20  -0.317
H  4.95  3.62  1.49  0.212
H  3.57  4.24  2.39  0.198
H  4.53  2.92  3.06  0.198
H  3.83  1.46  1.15  0.202
H  2.81  2.77  0.53  0.208
H  2.45  1.57  3.31  0.205
H  1.65  0.93  1.87  0.220
H  0.21  2.53  3.19  0.175
H  1.39  3.82  2.85  0.193
H  -0.58  3.72  -1.02  0.226
H  -2.27  2.41  -2.25  0.220
H  -3.72  0.64  -2.43  0.236
H  -5.17  0.96  -0.40  0.219
H  -5.56  -0.53  -1.26  0.217
H  -4.62  -0.59  0.23  0.201
H  -2.83  -1.86  -1.12  0.431
H  -2.50  -3.24  -4.31  0.248
H  -2.73  -3.59  -2.58  0.234
H  -0.38  -4.09  -3.44  0.259
H  -0.17  -2.35  -3.68  0.245
H  -0.35  -0.60  -1.03  0.272
H  1.06  -1.04  -2.04  0.257
H  -0.25  -1.83  1.38  0.231
H  1.19  -2.09  3.36  0.218
H  3.64  -1.82  3.16  0.220
H  4.63  -1.27  0.95  0.233
H  -2.38  -0.40  0.96  0.205
H  -0.72  0.87  2.17  0.221



# C22H28I2N4O3PPt

A structure of composition C22H28I2N4O3PPt (ωB97M-V/def2-TZVPD, the Open Molecules 2025 dataset).

The value obtained for the energy relative to the best compared isomer or geometry (same formula, charge and spin) is 0.0000 eV. As for the HOMO-LUMO gap: 3.51 eV. The spin multiplicity is 1. The lowest unoccupied orbital energy is -12.3174 eV. The net charge is +3. As for the highest occupied orbital energy: -15.832 eV.

Last column: natural (NBO) charge in e.
Cartesian coordinates (Å):
Pt  -0.74  -0.19  -0.97  0.653
I  -5.24  2.09  5.18  0.663
C  -3.91  1.34  3.87  -0.029
C  -2.64  0.92  4.32  -0.323
C  -1.76  0.40  3.43  -0.164
I  0.11  -0.19  4.02  0.475
C  -2.13  0.24  1.99  0.581
O  -1.31  -0.28  1.23  -0.536
C  -3.46  0.72  1.55  -0.024
C  -3.95  0.49  0.14  -0.257
N  -3.08  1.05  -0.90  -0.646
C  -2.72  2.45  -0.83  -0.279
C  -1.34  2.69  -0.24  0.215
C  -1.08  3.88  0.43  -0.237
C  0.20  4.17  0.87  -0.115
C  1.21  3.25  0.64  -0.176
C  0.90  2.08  -0.01  0.040
N  -0.34  1.80  -0.45  -0.540
C  -4.29  1.24  2.48  -0.219
H  -2.38  1.02  5.37  0.281
H  -4.01  -0.59  -0.03  0.244
H  -4.97  0.89  0.08  0.220
H  -3.52  0.86  -1.79  0.400
H  -2.71  2.85  -1.84  0.249
H  -3.45  3.06  -0.28  0.218
H  -1.89  4.58  0.58  0.250
H  0.40  5.10  1.38  0.259
H  2.22  3.43  0.96  0.252
H  1.65  1.32  -0.20  0.251
H  -5.28  1.57  2.20  0.266
O  -1.29  -3.11  -1.30  -0.348
C  -1.22  -1.99  -1.25  0.595
C  1.62  -0.19  -3.38  -0.975
P  -0.15  0.05  -3.16  1.242
C  -0.53  1.70  -3.78  -0.976
C  -0.99  -1.11  -4.26  -0.978
H  1.85  -0.16  -4.44  0.276
H  1.92  -1.16  -2.97  0.274
H  2.17  0.59  -2.86  0.267
H  -0.11  1.80  -4.78  0.283
H  -0.10  2.46  -3.14  0.260
H  -1.61  1.84  -3.85  0.256
H  -0.73  -0.86  -5.29  0.280
H  -2.07  -1.04  -4.14  0.263
H  -0.66  -2.13  -4.06  0.269
N  1.52  -1.00  -0.14  -0.630
C  2.17  -1.80  0.41  0.568
N  2.88  -2.69  1.02  -0.459
C  3.45  -2.46  2.37  -0.228
C  4.96  -2.69  2.31  -0.084
O  5.23  -3.96  1.78  -0.492
C  4.80  -4.08  0.44  -0.086
C  3.28  -3.96  0.37  -0.230
H  2.99  -3.16  3.06  0.217
H  3.22  -1.43  2.67  0.206
H  5.37  -2.66  3.31  0.227
H  5.43  -1.91  1.70  0.177
H  5.11  -5.06  0.08  0.231
H  5.27  -3.30  -0.18  0.176
H  2.82  -4.78  0.92  0.222
H  2.92  -3.97  -0.65  0.221



# C22H28N11O4S3Ti

A structure of composition C22H28N11O4S3Ti (ωB97M-V/def2-TZVPD, the Open Molecules 2025 dataset).

The value obtained for the energy relative to the best compared isomer or geometry (same formula, charge and spin) is 0.0292 eV. As for the HOMO-LUMO gap (alpha / beta): 4.90 / 4.92 eV. The spin multiplicity is 1. The lowest unoccupied orbital energy (alpha / beta) is 2.3611 / 2.3613 eV. The net charge is -1. As for the highest occupied orbital energy (alpha / beta): -2.537 / -2.556 eV.

Last column: natural (NBO) charge in e.
Cartesian coordinates (Å):
Ti  0.30  0.46  -0.07  1.473
C  3.58  -2.28  -3.74  -0.623
C  4.60  -1.84  -2.69  -0.212
N  4.28  -0.57  -2.08  -0.627
C  3.21  -0.44  -1.22  0.272
S  2.68  1.16  -0.84  -0.215
N  2.68  -1.52  -0.74  -0.457
N  1.62  -1.26  0.11  -0.386
C  1.46  -2.18  1.07  0.111
C  2.34  -3.38  1.15  -0.637
C  0.42  -1.88  1.96  0.059
C  0.09  -2.65  3.10  -0.192
C  -0.90  -2.26  3.95  -0.279
C  -1.61  -1.06  3.64  -0.394
C  -1.26  -0.35  2.52  0.040
N  -0.27  -0.71  1.65  -0.616
H  3.85  -3.26  -4.16  0.195
H  2.59  -2.36  -3.28  0.225
H  3.52  -1.56  -4.56  0.193
H  4.65  -2.59  -1.90  0.210
H  5.59  -1.76  -3.14  0.179
H  4.47  0.26  -2.61  0.388
H  3.38  -3.09  1.37  0.220
H  2.00  -4.07  1.92  0.196
H  2.37  -3.90  0.19  0.223
H  0.64  -3.56  3.29  0.206
H  -1.15  -2.84  4.83  0.202
H  -2.39  -0.67  4.29  0.218
H  -1.78  0.56  2.28  0.245
N  -4.01  -0.63  -0.19  -0.497
C  -4.07  0.66  -0.66  -0.105
C  -2.77  1.03  -0.85  -0.036
N  -1.94  -0.01  -0.52  -0.486
C  -2.71  -0.99  -0.12  0.346
C  -2.36  -2.35  0.32  0.296
N  -1.93  -3.34  -0.43  -0.467
C  -1.81  -4.41  0.43  -0.100
C  -2.17  -4.05  1.69  -0.085
N  -2.55  -2.74  1.61  -0.538
H  -4.78  -1.24  0.01  0.421
H  -4.99  1.20  -0.78  0.215
H  -2.37  1.98  -1.16  0.258
H  -1.47  -5.37  0.08  0.201
H  -2.17  -4.58  2.62  0.219
H  -2.57  -2.07  2.38  0.451
O  -1.46  2.42  1.43  -0.995
S  -0.12  2.93  1.69  2.606
O  0.17  3.97  0.50  -0.751
O  0.89  1.86  1.54  -0.965
O  0.05  3.72  2.88  -0.961
S  -0.15  -1.65  -4.35  0.408
C  0.50  -0.08  -4.54  -0.477
C  0.67  0.50  -3.33  -0.010
N  0.31  -0.29  -2.26  -0.471
C  -0.12  -1.45  -2.66  -0.105
H  0.72  0.34  -5.51  0.237
H  1.05  1.48  -3.12  0.268
H  -0.46  -2.24  -2.01  0.266
C  0.33  5.81  -1.37  -0.404
N  -0.28  4.52  -1.67  -0.468
C  -0.21  4.18  -3.07  -0.402
C  -0.04  3.43  -0.81  0.663
N  -0.03  2.23  -1.10  -0.902
H  1.41  5.81  -1.54  0.168
H  0.15  6.08  -0.33  0.231
H  -0.12  6.56  -2.01  0.181
H  0.83  4.05  -3.42  0.168
H  -0.67  4.97  -3.66  0.181
H  -0.73  3.24  -3.24  0.226